Entry 1:
Density functional theory data (wB97M-V/def2-TZVPD) for an isolated molecule of CH5N3OS at a distorted geometry.

```
11
Properties=species:S:1:pos:R:3:lowdin_charge:R:1
N 1.041 -1.501 1.113 -0.05
N -0.086 -1.811 0.365 -0.25
S -0.391 -0.513 -1.135 0.83
C -0.462 1.031 -0.221 -0.96
N -0.839 2.021 -0.990 0.07
O -0.124 1.072 0.937 -0.01
H 1.912 -1.576 0.624 0.08
H 0.881 -1.166 2.012 0.06
H 0.109 -2.488 -0.273 -0.03
H -0.576 2.982 -0.635 0.15
H -1.463 1.949 -1.796 0.10
```

Its total charge is 0. The value obtained for the energy is -678.7331 a.u. For the energy above the lowest of the compared OMol25 structures with the same formula, charge and spin, the calculation gives 112.5 kJ/mol. As for the SMILES: NNSC(N)=O. Its HOMO energy is -8.775 eV.



Entry 2:
Density functional theory data (wB97M-V/def2-TZVPD) for an isolated molecule of C4H6ClN at a distorted geometry.

```
12
Properties=species:S:1:pos:R:3:lowdin_charge:R:1
C 0.061 1.078 1.307 -0.11
C 0.066 0.321 0.022 -0.90
C 0.215 1.193 -1.234 -0.08
Cl -1.456 -0.733 -0.062 0.62
C 1.182 -0.495 0.027 -0.31
N 2.095 -1.216 0.013 0.20
H 0.891 1.781 1.241 0.09
H -0.813 1.800 1.372 0.11
H 0.116 0.426 2.176 0.09
H -0.606 1.954 -1.237 0.10
H 1.104 1.812 -1.162 0.09
H 0.243 0.617 -2.160 0.09
```

Its total charge is 0. The value obtained for the energy is -670.9419 a.u. For the energy above the lowest of the compared OMol25 structures with the same formula, charge and spin, the calculation gives 17.6 kJ/mol. As for the SMILES: CC(C)(Cl)C#N. Its HOMO energy is -11.386 eV.



Entry 3:
Density functional theory data (wB97M-V/def2-TZVPD) for a cluster of 12 separate species, C48H96O26 in total at a distorted geometry.

```
170
Properties=species:S:1:pos:R:3:lowdin_charge:R:1
C 28.318 -10.222 8.235 -0.06
C 27.455 -8.997 8.435 -0.26
O 26.629 -9.086 9.494 0.04
C 25.601 -9.949 9.588 -0.50
O 25.243 -10.701 8.679 0.09
O 25.113 -9.911 10.858 0.00
C 23.777 -10.380 11.131 -0.02
H 28.975 -10.332 9.097 0.08
H 28.960 -10.212 7.354 0.08
H 27.801 -11.181 8.268 0.07
H 26.867 -8.720 7.560 0.12
H 28.090 -8.120 8.554 0.13
H 23.745 -10.838 12.120 0.09
H 23.470 -11.134 10.406 0.08
H 23.130 -9.503 11.143 0.08
C 17.815 -6.961 18.934 -0.05
C 17.116 -6.302 17.762 -0.25
O 17.884 -6.643 16.672 0.02
C 17.649 -6.054 15.513 -0.60
O 16.685 -5.318 15.296 0.11
O 18.468 -6.596 14.644 0.02
C 18.573 -5.934 13.387 -0.04
H 17.197 -6.924 19.831 0.08
H 18.821 -6.587 19.126 0.08
H 17.909 -8.039 18.806 0.06
H 17.068 -5.228 17.937 0.13
H 16.091 -6.662 17.677 0.11
H 18.905 -4.897 13.437 0.11
H 17.691 -6.015 12.752 0.09
H 19.368 -6.407 12.810 0.08
C 17.894 -5.544 9.369 -0.04
C 17.094 -4.989 8.173 -0.26
O 16.305 -3.937 8.604 0.03
C 14.939 -4.064 8.455 -0.49
O 14.314 -5.102 8.204 0.10
O 14.392 -2.878 8.747 0.00
C 13.052 -2.567 8.522 -0.06
H 18.479 -4.759 9.850 0.08
H 18.681 -6.189 8.979 0.05
H 17.210 -6.076 10.030 0.08
H 16.594 -5.825 7.683 0.09
H 17.776 -4.637 7.399 0.12
H 12.368 -3.405 8.648 0.10
H 12.993 -2.184 7.503 0.10
H 12.723 -1.779 9.199 0.10
C 26.134 -11.695 5.436 -0.06
C 25.792 -10.292 4.951 -0.24
O 24.538 -9.936 5.414 0.01
C 24.138 -8.644 5.590 -0.47
O 24.703 -7.679 5.045 0.09
O 23.017 -8.483 6.383 -0.01
C 22.281 -9.563 6.852 -0.07
H 25.656 -12.496 4.872 0.07
H 25.802 -11.848 6.463 0.06
H 27.208 -11.827 5.307 0.08
H 25.931 -10.253 3.871 0.13
H 26.545 -9.698 5.469 0.11
H 21.879 -10.240 6.098 0.11
H 21.461 -9.114 7.412 0.09
H 22.970 -10.144 7.465 0.07
C 14.841 -8.528 13.627 -0.04
C 14.036 -7.484 14.314 -0.25
O 13.045 -7.994 15.106 0.04
C 11.779 -8.101 14.655 -0.53
O 11.385 -7.998 13.486 0.10
O 10.962 -8.357 15.682 -0.03
C 9.570 -8.489 15.479 -0.03
H 14.162 -9.268 13.203 0.08
H 15.451 -9.121 14.309 0.06
H 15.440 -8.279 12.750 0.07
H 13.653 -6.855 13.510 0.13
H 14.654 -6.867 14.966 0.12
H 9.242 -7.627 14.897 0.10
H 9.025 -8.546 16.421 0.10
H 9.520 -9.424 14.921 0.10
C 23.195 -8.382 14.046 -0.06
C 22.292 -8.483 15.284 -0.18
O 22.256 -9.891 15.555 0.00
C 21.313 -10.411 16.367 -0.59
O 20.619 -9.787 17.144 0.12
O 21.225 -11.691 16.013 0.00
C 20.270 -12.546 16.701 -0.01
H 24.199 -8.022 14.269 0.08
H 22.771 -7.674 13.334 0.07
H 23.286 -9.311 13.483 0.05
H 21.334 -8.058 14.986 0.12
H 22.733 -7.917 16.104 0.13
H 19.941 -12.101 17.640 0.09
H 20.671 -13.528 16.951 0.09
H 19.394 -12.669 16.065 0.09
C 11.820 -11.533 17.278 -0.05
C 12.969 -10.590 17.631 -0.23
O 14.164 -10.851 16.933 0.03
C 15.249 -10.054 17.072 -0.56
O 15.211 -8.985 17.699 0.10
O 16.294 -10.584 16.515 0.01
C 17.397 -9.784 16.250 -0.04
H 11.151 -11.632 18.133 0.08
H 12.241 -12.471 16.916 0.08
H 11.257 -11.083 16.461 0.06
H 13.173 -10.811 18.678 0.12
H 12.677 -9.543 17.540 0.12
H 18.106 -10.212 15.542 0.09
H 17.959 -9.674 17.178 0.09
H 17.056 -8.820 15.870 0.09
C 18.769 -10.459 12.305 -0.13
C 18.575 -9.196 11.420 -0.15
C 19.948 -8.926 10.866 -0.16
O 20.840 -9.355 11.963 -0.16
C 20.220 -10.392 12.758 -0.16
H 18.562 -11.331 11.684 0.09
H 18.057 -10.418 13.129 0.09
H 18.342 -8.339 12.053 0.09
H 17.861 -9.282 10.601 0.10
H 20.108 -7.870 10.648 0.11
H 20.133 -9.544 9.988 0.10
H 20.382 -10.297 13.832 0.10
H 20.682 -11.352 12.525 0.12
C 18.727 -7.385 6.382 -0.16
C 18.371 -8.523 7.287 -0.16
C 18.067 -9.684 6.323 -0.17
O 19.049 -9.470 5.292 -0.16
C 19.148 -8.046 5.032 -0.15
H 19.548 -6.780 6.766 0.11
H 17.904 -6.692 6.208 0.09
H 17.638 -8.292 8.060 0.09
H 19.202 -8.908 7.878 0.08
H 17.072 -9.758 5.883 0.11
H 18.129 -10.703 6.705 0.10
H 18.488 -7.814 4.196 0.11
H 20.152 -7.755 4.723 0.11
C 13.866 -10.232 9.655 -0.18
C 14.373 -8.858 9.768 -0.19
C 14.338 -8.411 8.310 -0.18
O 14.583 -9.597 7.517 -0.14
C 14.585 -10.733 8.391 -0.19
H 12.799 -10.341 9.457 0.12
H 14.060 -10.753 10.592 0.10
H 15.406 -8.755 10.100 0.10
H 13.694 -8.194 10.303 0.12
H 15.140 -7.727 8.032 0.09
H 13.369 -7.960 8.095 0.12
H 15.619 -10.997 8.613 0.10
H 14.152 -11.675 8.054 0.12
C 16.367 -14.043 11.887 -0.20
C 15.669 -12.852 12.399 -0.18
C 15.691 -12.955 13.939 -0.14
O 16.585 -14.082 14.109 -0.14
C 17.392 -14.312 12.956 -0.21
H 16.838 -13.792 10.936 0.10
H 15.712 -14.911 11.821 0.12
H 14.671 -12.836 11.960 0.11
H 16.323 -12.023 12.130 0.09
H 14.758 -13.389 14.298 0.12
H 15.980 -12.012 14.404 0.10
H 17.758 -15.338 12.939 0.12
H 18.301 -13.722 12.834 0.10
C 19.662 -13.909 9.449 -0.17
C 21.161 -13.713 9.208 -0.14
C 21.245 -12.654 8.092 -0.13
O 20.032 -11.866 8.355 -0.16
C 19.036 -12.743 8.803 -0.26
H 19.462 -13.959 10.519 0.09
H 19.262 -14.858 9.092 0.12
H 21.633 -14.605 8.797 0.11
H 21.624 -13.410 10.147 0.11
H 21.139 -13.086 7.097 0.12
H 22.104 -11.984 8.112 0.10
H 18.402 -12.970 7.947 0.12
H 18.399 -12.203 9.503 0.10
```

Its total charge is 0. The value obtained for the energy is -3842.6330 a.u. For the energy above the lowest of the compared OMol25 structures with the same formula, charge and spin, the calculation gives 0.0 kJ/mol. As for the SMILES: CCOC(=O)OC.CCOC(=O)OC.CCOC(=O)OC.CCOC(=O)OC.CCOC(=O)OC.CCOC(=O)OC.CCOC(=O)OC.C1CCOC1.C1CCOC1.C1CCOC1.C1CCOC1.C1CCOC1. Its HOMO energy is -9.422 eV.



Entry 4:
Density functional theory data (wB97M-V/def2-TZVPD) for a structure of composition C3H5FO at a distorted geometry.

```
10
Properties=species:S:1:pos:R:3:lowdin_charge:R:1
C -0.523 -0.618 -0.803 -0.37
C 0.649 -0.097 -0.039 -0.18
C 0.131 0.789 1.010 -0.33
H -1.123 -1.121 0.086 0.15
H -0.109 -1.528 -1.404 0.14
H 1.278 -0.756 0.564 0.14
H 1.325 0.655 -0.655 0.18
H -1.206 0.875 1.121 0.19
O 0.719 1.589 1.692 0.04
F -1.142 0.213 -1.572 0.05
```

Its total charge is 0. The value obtained for the energy is -292.3378 a.u. For the energy above the lowest of the compared OMol25 structures with the same formula, charge and spin, the calculation gives 153.7 kJ/mol. Its HOMO energy is -9.805 eV.



Entry 5:
Density functional theory data (wB97M-V/def2-TZVPD) for a structure of composition C31H79Mn2N5O15S at a distorted geometry.

```
133
Properties=species:S:1:pos:R:3:lowdin_charge:R:1
Mn -0.638 1.284 -4.502 1.41
Mn -1.509 -5.021 0.680 1.42
S -0.849 -1.822 -1.791 0.04
O -1.931 -2.215 -0.999 -0.40
O 0.093 -2.894 -1.460 -0.43
O -1.099 -1.826 -3.230 -0.43
O -0.386 -0.475 -1.605 -0.42
C -2.323 -6.970 -1.738 -0.04
O -1.294 -6.855 -0.745 -0.30
C -0.424 -7.949 -0.734 -0.19
C 0.814 -7.487 0.061 -0.15
N 0.340 -7.028 1.399 -0.05
C 1.475 -6.369 2.092 -0.18
C 1.064 -5.287 3.053 -0.19
O 0.038 -4.444 2.538 -0.28
C -0.236 -3.310 3.373 -0.05
H -2.863 -7.912 -1.830 0.11
H -2.001 -6.752 -2.757 0.11
H -3.018 -6.201 -1.402 0.09
H -0.125 -8.072 -1.775 0.14
H -0.866 -8.854 -0.315 0.14
H 1.312 -6.678 -0.474 0.13
H 1.462 -8.360 0.131 0.14
H 0.319 -7.848 1.988 0.12
H 2.091 -5.841 1.364 0.13
H 2.123 -7.078 2.607 0.14
H 1.917 -4.648 3.280 0.14
H 0.700 -5.710 3.989 0.13
H -0.371 -3.576 4.422 0.10
H -1.157 -2.816 3.064 0.09
H 0.555 -2.566 3.275 0.11
C -10.082 6.011 8.141 -0.09
O -10.099 4.668 7.587 -0.19
C -10.598 3.753 8.516 -0.23
C -11.226 2.464 7.829 -0.19
N -10.166 1.740 7.124 -0.06
C -10.709 0.937 6.042 -0.23
C -9.597 0.119 5.395 -0.18
O -8.728 1.046 4.636 -0.19
C -7.496 0.446 4.245 -0.13
H -9.532 6.076 9.080 0.09
H -11.072 6.434 8.314 0.08
H -9.677 6.696 7.396 0.08
H -11.459 4.235 8.979 0.11
H -9.902 3.462 9.303 0.12
H -12.070 2.694 7.178 0.11
H -11.679 1.859 8.614 0.11
H -9.624 2.475 6.692 0.10
H -11.196 1.510 5.253 0.12
H -11.559 0.354 6.398 0.12
H -10.009 -0.613 4.701 0.11
H -9.019 -0.459 6.116 0.11
H -7.016 -0.131 5.036 0.08
H -6.787 1.223 3.959 0.08
H -7.582 -0.217 3.384 0.07
C 2.431 1.166 -5.061 -0.03
O 1.398 2.157 -4.878 -0.33
C 1.892 3.515 -4.853 -0.13
C 0.597 4.468 -4.712 -0.16
N -0.286 3.908 -3.683 -0.08
C -1.568 4.702 -3.638 -0.15
C -2.646 3.800 -3.038 -0.19
O -2.666 2.523 -3.687 -0.28
C -3.860 1.764 -3.447 -0.05
H 3.346 1.468 -4.550 0.11
H 2.688 1.062 -6.115 0.11
H 2.025 0.222 -4.696 0.10
H 2.359 3.715 -5.818 0.13
H 2.675 3.737 -4.128 0.13
H 0.057 4.363 -5.653 0.12
H 0.884 5.506 -4.548 0.13
H 0.152 4.190 -2.817 0.13
H -2.003 4.871 -4.623 0.13
H -1.417 5.646 -3.116 0.14
H -3.614 4.300 -3.053 0.14
H -2.400 3.616 -1.992 0.14
H -3.683 1.165 -2.553 0.10
H -4.080 1.124 -4.302 0.10
H -4.739 2.353 -3.185 0.10
C 6.602 4.924 2.744 -0.09
O 5.703 4.831 1.629 -0.20
C 4.434 4.258 1.879 -0.24
C 3.506 4.631 0.745 -0.21
N 3.165 6.010 0.377 -0.06
C 2.601 6.893 1.369 -0.22
C 2.376 8.234 0.725 -0.26
O 3.570 8.916 0.482 -0.18
C 3.409 10.252 0.092 -0.10
H 7.609 5.230 2.459 0.09
H 6.639 3.937 3.204 0.08
H 6.245 5.549 3.562 0.08
H 4.181 4.388 2.931 0.12
H 4.603 3.181 1.883 0.12
H 2.604 4.048 0.932 0.11
H 3.850 4.116 -0.152 0.11
H 4.069 6.417 0.184 0.10
H 3.104 6.978 2.332 0.13
H 1.619 6.448 1.531 0.12
H 1.801 8.863 1.404 0.12
H 1.656 8.167 -0.091 0.12
H 4.432 10.582 -0.090 0.09
H 2.915 10.910 0.806 0.09
H 2.892 10.197 -0.866 0.09
C 6.153 -6.772 -6.086 -0.11
O 6.634 -5.767 -5.204 -0.20
C 5.788 -5.265 -4.155 -0.21
C 6.511 -4.576 -2.950 -0.19
N 5.581 -4.250 -1.858 -0.08
C 5.938 -3.135 -0.991 -0.21
C 7.246 -3.448 -0.271 -0.22
O 7.525 -2.641 0.861 -0.21
C 8.818 -2.723 1.383 -0.12
H 6.850 -6.904 -6.914 0.09
H 5.172 -6.619 -6.535 0.08
H 6.134 -7.719 -5.547 0.08
H 5.240 -6.153 -3.841 0.11
H 5.005 -4.646 -4.594 0.11
H 7.002 -3.778 -3.507 0.11
H 7.336 -5.211 -2.627 0.12
H 4.632 -4.082 -2.159 0.10
H 5.155 -3.153 -0.232 0.11
H 5.848 -2.192 -1.529 0.12
H 8.091 -3.372 -0.956 0.12
H 7.165 -4.459 0.127 0.13
H 8.816 -2.038 2.231 0.09
H 9.578 -2.397 0.672 0.09
H 8.989 -3.733 1.754 0.09
C 0.311 -3.962 -8.803 -0.20
O 0.194 -4.371 -7.490 -0.10
H 0.851 -3.019 -8.885 0.07
H 0.872 -4.658 -9.426 0.09
H -0.651 -3.783 -9.285 0.08
H -0.243 -3.680 -6.988 0.07
```

Its total charge is +2. The expectation value of S² is 30.018. The value obtained for the energy is -5330.0811 a.u. For the energy above the lowest of the compared OMol25 structures with the same formula, charge and spin, the calculation gives 1143.1 kJ/mol. The spin multiplicity is 11. Its HOMO energy (spin up / spin down) is -10.909 / -10.909 eV.



Entry 6:
Density functional theory data (wB97M-V/def2-TZVPD) for a structure of composition C13H17N4S2TeW.

```
38
Properties=species:S:1:pos:R:3:lowdin_charge:R:1
W -1.248 -0.363 0.892 0.83
N -2.657 0.942 -0.455 -0.10
N -3.672 1.660 0.202 -0.04
C -3.789 1.624 1.534 -0.79
N -4.784 2.309 2.080 0.14
S -2.732 0.737 2.545 0.64
H -2.093 1.587 -1.006 0.10
H -3.079 0.270 -1.098 0.06
H -4.314 2.191 -0.369 0.17
H -5.457 2.830 1.540 0.13
H -4.888 2.300 3.081 0.12
C 2.131 -2.354 0.477 -0.05
C 2.674 -1.028 0.924 -0.21
C 4.040 -0.817 1.056 -0.04
C 4.539 0.413 1.457 -0.06
C 3.672 1.461 1.731 -0.04
C 2.300 1.291 1.613 -0.22
C 1.349 2.417 1.907 -0.05
C 1.824 0.039 1.213 -0.27
N 0.441 -0.139 1.110 -0.23
H 2.941 -3.059 0.298 0.08
H 1.554 -2.252 -0.445 0.06
H 1.461 -2.782 1.225 0.07
H 4.720 -1.631 0.839 0.11
H 5.607 0.556 1.556 0.11
H 4.061 2.421 2.044 0.11
H 1.887 3.300 2.246 0.08
H 0.628 2.136 2.678 0.07
H 0.783 2.693 1.012 0.07
Te -1.822 -2.619 -0.385 0.80
C -1.245 -2.125 -2.343 -1.03
C -0.879 -2.993 -3.326 -0.24
C -0.554 -2.339 -4.552 -0.18
C -0.674 -0.990 -4.484 -0.40
S -1.148 -0.506 -2.907 0.89
H -0.844 -4.064 -3.189 0.11
H -0.247 -2.860 -5.447 0.11
H -0.487 -0.259 -5.254 0.07
```

Its total charge is +1. The expectation value of S² is 2.029. The value obtained for the energy is -1855.8316 a.u. For the energy above the lowest of the compared OMol25 structures with the same formula, charge and spin, the calculation gives 0.0 kJ/mol. The spin multiplicity is 3. Its HOMO energy (spin up / spin down) is -10.455 / -10.677 eV.



Q: Look up the total charge of the third one.
A: 0



Copy entry 4 word for word.
Density functional theory data (wB97M-V/def2-TZVPD) for a structure of composition C3H5FO at a distorted geometry.

```
10
Properties=species:S:1:pos:R:3:lowdin_charge:R:1
C -0.523 -0.618 -0.803 -0.37
C 0.649 -0.097 -0.039 -0.18
C 0.131 0.789 1.010 -0.33
H -1.123 -1.121 0.086 0.15
H -0.109 -1.528 -1.404 0.14
H 1.278 -0.756 0.564 0.14
H 1.325 0.655 -0.655 0.18
H -1.206 0.875 1.121 0.19
O 0.719 1.589 1.692 0.04
F -1.142 0.213 -1.572 0.05
```

Its total charge is 0. The value obtained for the energy is -292.3378 a.u. For the energy above the lowest of the compared OMol25 structures with the same formula, charge and spin, the calculation gives 153.7 kJ/mol. Its HOMO energy is -9.805 eV.